[1]
{
  "formula": "C14H9N3O6S3",
  "method": "ωB97M-V with the def2-TZVPD basis set",
  "elements": ["S", "S", "S", "O", "O", "O", "O", "O", "O", "N", "N", "N", "C", "C", "C", "C", "C", "C", "C", "C", "C", "C", "C", "C", "C", "C", "H", "H", "H", "H", "H", "H", "H", "H", "H"],
  "coordinates": [[-0.492, -1.262, 1.107], [2.017, -3.332, 2.114], [-2.512, 4.619, -2.005], [2.981, -2.340, 2.995], [-2.347, 5.870, -1.321], [-3.779, 4.529, -2.678], [0.817, -3.305, 2.877], [2.613, -4.628, 2.256], [-1.273, 4.409, -2.788], [-0.314, -0.314, -1.271], [-4.331, 4.425, 0.475], [-4.947, 5.322, 0.585], [0.857, -1.784, 0.176], [2.915, -2.868, -0.435], [-1.952, 0.963, -0.004], [-3.584, 2.270, 1.240], [-2.828, 1.093, 1.081], [0.805, -1.059, -0.936], [-3.510, 3.322, 0.309], [4.239, -3.445, -0.042], [2.827, -2.126, -1.609], [1.763, -1.214, -1.890], [-2.690, 3.213, -0.799], [-1.901, 2.139, -0.938], [-0.886, -0.100, -0.181], [1.857, -2.686, 0.474], [4.639, -2.805, 0.768], [5.067, -3.441, -0.813], [-2.874, 0.269, 1.805], [-4.161, 2.299, 2.159], [-1.312, 1.886, -1.820], [3.541, -2.357, -2.330], [1.785, -0.592, -2.754], [2.781, -2.448, 3.937], [4.187, -4.520, 0.254]],
  "forces_ev_per_angstrom": [[-0.6481, 0.7363, 1.2140], [0.6152, -1.8108, 3.9587], [2.6652, 1.1061, -2.6054], [0.3416, 0.5561, -1.9759], [-0.7126, 0.2784, 2.2747], [-0.7434, -0.8146, -0.2146], [-2.3151, 1.2794, -0.6891], [0.9150, 0.1843, -2.0004], [-2.0100, -1.4650, 1.0005], [1.9437, 1.3433, -0.1993], [0.2799, 0.3316, -0.0956], [-0.0281, -0.0917, -0.0414], [-1.2667, -0.7402, 3.1516], [-0.1172, 1.1354, 0.3112], [0.0761, 2.6974, -0.9750], [0.0904, -0.6612, 0.4785], [0.5702, -0.0103, -0.4678], [-0.0878, 0.0964, -4.9329], [-0.0948, -1.8043, 1.0543], [1.3903, -1.2486, -0.1810], [-2.3581, 0.8975, -0.1547], [3.2136, -2.0195, 0.3188], [0.6479, 2.4441, -1.0519], [0.7175, -5.0308, 0.8536], [-3.5372, 0.0743, 2.1261], [1.7435, -0.2857, 0.7492], [-0.2008, -0.6634, -0.0579], [-1.3753, 0.3707, 0.2983], [-0.2375, 0.6117, -0.0953], [-0.2700, 0.4272, -0.2944], [0.1248, 1.0211, 0.1309], [1.3128, 0.1866, -1.2130], [-0.1713, 0.1070, -0.6726], [-0.3640, -0.2482, -0.2562], [-0.1099, 1.0094, 0.2539]],
  "nbo_charge": [0.42, 2.35, 2.38, -0.91, -1.00, -0.99, -0.96, -0.91, -0.97, -0.37, 0.18, 0.33, -0.10, 0.08, 0.02, -0.12, -0.22, 0.01, -0.07, -0.67, -0.22, -0.08, -0.16, -0.19, 0.09, -0.41, 0.25, 0.23, 0.24, 0.24, 0.28, 0.22, 0.24, 0.52, 0.26],
  "max_force_ev_per_a": 5.153,
  "de_lowest_kcal_mol": 13.2,
  "multiplicity": 1,
  "energy_ha": -2349.01487,
  "lumo_ev": -2.75,
  "gap_ha": 0.225
}



[2]
{
  "formula": "C3H6BrCl",
  "method": "ωB97M-V with the def2-TZVPD basis set",
  "elements": ["Br", "Cl", "C", "C", "C", "H", "H", "H", "H", "H", "H"],
  "coordinates": [[3.574, 0.583, -0.184], [2.173, -2.192, -0.058], [0.419, 0.201, -0.685], [2.052, -0.489, 0.306], [-0.766, -0.065, 0.197], [0.941, 0.997, -1.074], [0.388, -0.493, -1.501], [-0.882, 0.646, 1.023], [-0.295, -1.000, 0.571], [-1.550, -0.048, -0.557], [1.966, -0.395, 1.330]],
  "forces_ev_per_angstrom": [[-0.0132, -0.1890, -0.1507], [0.2311, -0.2578, -0.1047], [3.6247, -2.9042, 1.9946], [-2.4939, 1.0823, -3.6748], [2.0298, 0.8223, -0.2003], [0.1248, 2.8601, -0.2241], [0.1351, -0.7099, -0.3170], [-0.2273, -0.1524, -0.3217], [-2.0819, -0.1700, 0.1146], [-0.8181, -0.7245, 0.8832], [-0.5111, 0.3430, 2.0009]],
  "nbo_charge": [0.02, -0.02, -0.27, -0.35, -0.66, 0.21, 0.19, 0.22, 0.24, 0.23, 0.18],
  "max_force_ev_per_a": 5.055,
  "de_lowest_kcal_mol": 15.5,
  "multiplicity": 1,
  "energy_ha": -3152.01867,
  "lumo_ev": 0.88,
  "gap_ha": 0.377
}